1.
DFT (the ωB97M-V functional and the def2-TZVPD basis) results for a 40-piece molecular cluster, H80O40 overall.

Results
LUMO energy (spin up / spin down) = 1.4 / 1.6 eV
E_HOMO (spin up / spin down) = -0.3 / -8.2 eV
total charge = -1
total energy = -3057.47445 hartree
spin multiplicity = 2
molecular weight = 720.6 g/mol
Kohn-Sham gap (spin up / spin down) = 1.73 / 9.82 eV

Geometry as XYZ:
```
120
H80O40 | the OMol25 dataset | the ωB97M-V functional and the def2-TZVPD basis
H 2.1453 -0.9259 3.2804
H -6.3903 0.0837 -0.1979
O 5.3700 3.1790 -2.9626
H 2.3119 -1.7956 2.0905
H 0.8469 1.9040 4.9666
O -3.6878 -1.3498 -3.0388
H -3.4862 3.1770 -0.4589
H 0.0569 5.5867 1.9483
H 0.6359 -5.4992 -2.0684
O 4.4007 0.5444 -2.2568
H 0.4498 3.9142 -2.0771
H -3.3801 -3.3257 -2.7254
O 4.7111 -2.3283 -4.4153
O -1.6484 -0.4497 3.0172
O 4.9668 2.5577 1.7749
H 2.5373 -3.2788 0.8672
O -3.0053 -2.9109 4.2114
O -0.0790 2.7383 1.1010
H 5.0894 3.2724 1.1408
H 2.0637 1.5047 -4.5086
H -3.6704 -0.0274 1.4305
H -2.3969 5.3388 -0.7440
H 4.0624 -2.6095 -3.7741
H 2.4970 -1.2953 -3.5262
H -4.4588 -0.9810 -2.6062
O -2.3742 5.7058 0.1635
H 1.9130 -5.9512 -1.5470
H -4.8206 0.5869 3.8176
H 5.3798 3.5990 -2.1032
H 2.1633 4.1133 2.7445
H -4.3216 -0.8484 3.7151
H 2.6195 0.2424 0.9511
O 1.8267 -1.7725 2.9341
H 4.8031 0.0572 -2.9777
H 4.0927 2.7598 -1.2323
H -2.0221 -2.8594 4.3140
O 2.5070 -0.9119 -4.4297
H -3.3210 -0.6874 -3.6269
O 1.1124 1.0862 -1.4392
H 1.1300 4.0995 3.7994
O -3.4786 0.2899 0.5224
O -4.2700 -3.6188 1.4035
H -4.8496 2.0154 -3.2301
H -1.8636 0.7877 -1.6439
H -3.0648 1.1344 0.7346
O -0.4159 -5.0770 -4.0040
H -2.0733 -4.2198 1.0358
H 4.9650 -1.4178 -4.2247
H -3.0545 -3.5345 4.9626
O -0.1562 5.5840 2.8882
H 0.1792 -2.3751 0.4691
O -2.2653 2.1906 4.0254
O -1.7925 -4.6198 1.8559
H 0.0111 -5.0012 -4.8604
H 0.0040 2.9658 -3.0714
O 3.5035 -4.6876 2.0723
H 0.1580 -2.0259 4.2591
H -5.0401 0.6764 -0.0271
H 0.5882 -2.7079 -3.1769
H -4.2604 -2.6688 1.2083
O 2.9097 0.2810 1.8673
O -4.6401 1.3384 -2.5859
H -0.8190 -0.8717 2.7369
H 2.6628 1.1346 2.2390
H 0.3357 0.7925 -2.1302
H 0.5967 1.6527 -0.8230
H -1.8633 -3.9755 2.5598
H 0.3789 -3.0649 5.3763
H 0.5095 -0.9454 -0.1217
O -1.2612 0.4925 -2.3318
H 1.3903 4.5228 -0.0055
O -5.9215 0.9042 -0.4175
H -1.5758 0.4997 3.1966
O 1.7719 3.5098 3.3909
H -0.6817 3.3948 0.7495
H 3.5074 0.8096 -2.6060
O 0.4891 -2.0414 -2.4560
O -3.3424 4.4000 -4.1228
H -2.8675 3.6665 -4.5955
H -1.3393 -5.2364 -4.2491
H 6.2962 -1.3504 0.4251
O 3.3266 3.2746 -0.9589
H 2.0753 -3.6854 -0.4696
H 0.5124 0.5480 4.4052
H 4.7529 2.4436 -2.8904
H -1.3130 -0.4097 -2.6521
O -2.7432 -4.0052 -3.0081
H 1.1713 -2.1257 -1.8002
H 2.9533 -4.0257 2.5062
O -0.1857 -2.2901 5.1639
H 4.9443 2.8744 2.6791
H -1.5691 6.2532 0.2024
H 1.8522 -1.5158 -4.8387
H -2.9730 3.7070 0.8212
O 5.5525 -1.9582 0.5141
H -1.0486 5.9357 2.9320
H 2.8067 2.4546 -0.8045
H -2.0726 2.9737 3.5040
H -1.3773 1.8231 4.1498
O -4.3934 -0.0178 3.2095
O 1.4604 5.4736 0.3662
O 1.7402 2.3641 -4.8238
O 0.2601 -1.4408 0.6613
H -4.1701 -3.6020 2.3889
H 2.9214 -5.4199 1.8251
H -1.9922 -6.3558 0.4814
H -2.4265 -4.6161 -2.3486
H 1.2996 2.3620 -3.9587
H 2.2027 5.7462 -0.1858
H 5.0691 -1.5968 1.2612
O -2.7677 2.9973 0.1873
H -0.6468 -6.7496 0.1438
H -5.1519 1.4551 -1.7532
O -1.1947 -6.6569 0.9394
H 0.1427 2.7982 2.0303
O 2.4917 -2.9335 -0.0190
H -2.6449 4.6605 -3.4767
O 0.4264 1.4908 4.2050
O -0.3699 3.4300 -2.2357
O 1.0884 -5.5073 -1.1999
```

=====

2.
DFT (the ωB97M-V functional and the def2-TZVPD basis) results for a 10-piece molecular cluster, C45H117N7O14 overall.

Results
SMILES = COC[C@H](C)N.COC[C@H](C)N.COC[C@H](C)N.COCCNCCOC.COCCNCCOC.COCCNCCOC.COCCNCCOC.CC(C)O.CC(C)O.CC(C)O
LUMO energy = 0.4 eV
E_HOMO = -8.5 eV
total energy = -3220.83332 hartree
spin multiplicity = 1
molecular weight = 980.5 g/mol
Kohn-Sham gap = 8.93 eV

Geometry as XYZ:
```
183
C45H117N7O14 | the OMol25 dataset | the ωB97M-V functional and the def2-TZVPD basis
C -5.5140 -0.9050 0.2469
H -0.4749 5.1123 -6.9927
H -3.6567 1.6083 1.3443
C -1.0739 -0.6628 0.8063
H -0.1014 -1.6408 -5.8802
C -0.2793 -0.1234 -1.3217
C -2.4857 0.2437 -2.5168
C 1.6542 0.1818 -5.4127
H -6.0126 -4.5635 -0.0359
H -0.0686 3.1250 -0.2936
H -2.7532 4.6782 -1.3086
H -6.0714 -1.6040 0.8691
C 3.2516 -0.2823 3.3345
H 1.8476 0.3394 1.9277
C -5.2959 1.4225 -0.7108
H 0.4853 0.4313 -0.7651
H 3.2011 -2.4595 -1.7059
C -2.2644 -3.5612 4.4450
C 2.7677 -3.2970 1.6312
H 3.8105 3.1898 -3.3082
H 6.8414 4.9607 -1.1363
H -1.1805 -5.1677 7.5249
H -2.2060 4.5080 -4.4749
O 4.0552 -0.6754 -2.3714
N -1.2479 -5.0432 -1.0139
H 3.1922 -3.2842 2.6424
H -1.3488 -5.6254 -1.8372
H 3.5898 -3.8133 1.1255
H 4.0603 -1.3933 -0.4614
H -4.8928 1.4272 2.6684
H 1.8605 2.3155 -1.0876
H 2.9928 0.7581 -2.9713
C -3.5537 4.8966 -0.6017
C -1.8383 -3.7121 -1.2510
H -5.4750 2.4794 -0.5272
N 6.4992 1.0939 -3.0143
H -1.3267 -3.5366 6.9736
C -1.8190 -1.5772 8.7897
H -1.8358 -5.4704 -0.2982
H 5.2771 -3.3390 1.4435
C -0.5850 -1.9862 4.1611
H -5.2458 4.0868 1.3439
H -1.7844 2.1521 -5.4175
H -0.8771 -1.6384 9.3403
H -1.7393 -3.0395 -0.3993
C 0.4031 2.0413 2.7481
H 3.4929 1.4236 -5.2449
N -0.5672 1.7281 -2.9077
H -1.9188 -5.6336 5.0804
H 3.4607 -1.6216 1.6102
H -3.1120 1.2463 2.9534
N -3.0272 -4.6933 6.5803
H -0.8372 -1.8758 3.0944
H 4.5865 0.9681 0.7010
C -3.7746 3.2711 2.7556
C 3.4239 -1.4547 -1.3476
H -4.2247 3.1013 4.7451
H -0.3780 -0.4320 -7.1088
H -3.2003 0.9570 -2.9298
H -0.4239 3.2551 -3.9697
H -0.8645 6.2217 -5.6169
H 0.5997 -3.4639 3.3432
H 2.0776 3.4646 -3.1968
C 2.8796 2.7677 -2.9188
C -3.8964 1.7644 2.3970
H -2.9530 3.0444 -6.3729
C -1.5064 4.2828 -5.2869
H 2.8462 1.1001 0.5943
H 2.8735 3.7711 -1.0519
H -3.4408 5.9162 -0.2147
C -1.2611 0.9184 -1.8947
H -0.6460 -3.9181 2.1331
H 7.9581 3.1212 -2.2648
H 6.4034 -3.3225 2.7507
H -7.5198 -0.0335 -0.9736
H 5.5129 -2.1181 -2.7815
O -0.9126 -3.2301 4.7084
H -1.4938 -0.5771 -5.7170
H 0.0996 2.9214 3.3360
H -4.4799 -0.9583 0.5918
C 3.7786 1.6493 0.4331
H -1.3259 2.8378 -6.9734
H -2.9986 -2.7802 4.6798
C 1.6476 1.5276 3.4505
O -0.8654 -1.1204 -0.5000
O 0.7514 2.3790 1.4288
N 2.4201 1.4692 -3.4252
H 3.3397 -0.3472 4.4179
H -4.2467 1.2653 -0.4388
H -1.2425 2.8364 1.0212
C 0.3199 -3.4359 2.2875
C -6.0991 0.5171 0.2015
H -3.4688 -4.3100 -2.6203
C -2.6728 -4.8484 5.1609
O -4.1047 -4.2437 -0.6016
C 6.5989 5.2479 -2.1643
C 6.0881 -0.1816 -3.5932
H 0.4958 -1.8541 4.1692
H -0.0223 -2.9283 -2.2160
O -2.7667 -2.5974 8.9541
H -3.7824 -4.0185 6.5704
H -4.0318 5.2159 1.8562
H 3.9879 0.4369 2.9554
C 3.5512 -1.6438 2.7032
H 6.2757 2.3744 -4.7254
H -3.0857 -4.5542 9.1456
H -1.5914 -1.3426 7.7426
H -1.4774 -4.0843 9.6109
C -5.4818 -4.0898 -0.8599
C 7.0124 2.0724 -3.9685
H -1.6294 0.2726 0.9222
H -4.6081 4.5322 4.1078
C -0.4511 -0.6141 -6.0315
H 8.0833 3.9010 -3.8804
H 0.1763 -2.3860 2.0119
H -2.9803 -0.4423 -1.8310
C -1.9018 3.0216 -6.0658
C 5.3449 -3.1972 2.5308
O 1.1393 -4.1407 0.0947
C -1.2202 5.4106 -6.2571
O -7.4806 0.4690 -0.1514
N -4.6064 3.5341 3.9128
H -1.0656 -3.8195 -3.2958
H 3.7472 2.5150 1.1032
H 7.0021 -0.6856 -3.9233
H 1.4501 1.3996 4.5185
H 0.2359 -4.5188 0.0447
O 4.9144 -1.9341 2.9471
H 1.8695 0.0950 -6.4833
H -0.3390 1.0261 -3.6386
H -3.5626 -5.2616 4.6807
C -1.8968 -4.3484 7.4379
C 5.4206 -1.0556 -2.5359
H -2.3018 -0.6505 9.1128
H -2.7258 3.5272 2.9599
H 4.7529 -3.9760 3.0232
C 7.4391 3.3230 -3.2060
C -2.2493 -3.9073 8.8576
H -1.6249 -1.3879 1.4152
H -5.7196 -3.0253 -0.9436
H -2.0839 5.7462 -6.8316
C -4.1768 4.1561 1.5886
O 3.8983 1.9788 -0.9178
H 5.7030 5.8638 -2.2273
H -5.8331 -4.5967 -1.7653
C 1.4690 -4.0244 1.4812
H -2.1760 -0.3263 -3.3999
H -0.4215 1.3311 2.8762
H 1.9204 -0.7479 -4.8964
C 2.4630 1.3740 -4.8698
N 1.9201 0.1747 2.9255
O 0.2447 0.3311 -5.2630
O -0.2986 4.0139 -4.5787
H 2.9524 -2.4494 3.1418
H -1.4694 -2.1857 -2.7897
H -1.1173 -1.1509 4.6349
C -0.2293 3.1700 0.7819
H -2.3953 -3.7039 3.3635
H 2.8132 -2.2440 1.3486
H -1.5526 1.6196 -1.1041
H -6.0107 0.9684 1.1923
H 0.4157 1.7951 -2.6106
C 2.8181 2.7355 -1.4116
H 7.8608 1.5603 -4.4291
H -5.3830 1.1486 -1.7633
H 1.5820 -5.0843 1.7506
H -3.5770 -2.7356 -1.8320
H 0.1919 -0.6231 -2.1714
H 7.4287 5.8551 -2.5381
H -5.5387 -1.2615 -0.7888
O -3.4158 3.9550 0.4221
O 6.2731 4.0630 -2.8714
C -3.2981 -3.7896 -1.6726
H 2.5531 2.1272 3.3034
H 2.5055 -0.9076 -1.1311
H 5.7228 1.4856 -2.4842
H 5.4659 0.0336 -4.4728
H 1.9919 2.2508 -5.3281
C -1.0696 -3.1399 -2.4395
H 5.8687 -0.8778 -1.5522
H -0.1619 4.2003 1.1490
H -0.1270 -0.6211 1.3637
H -4.5005 4.8443 -1.1497
```

=====

3.
DFT (the ωB97M-V functional and the def2-TZVPD basis) results for C23H32Cl2N3O8SYb as an isolated structure.

Results
LUMO energy (spin up / spin down) = 0.4 / 0.4 eV
E_HOMO (spin up / spin down) = -7.3 / -7.3 eV
total energy = -4139.02439 hartree
spin multiplicity = 2
molecular weight = 754.5 g/mol
Kohn-Sham gap (spin up / spin down) = 7.65 / 7.66 eV

Geometry as XYZ:
```
70
C23H32Cl2N3O8SYb | the OMol25 dataset | the ωB97M-V functional and the def2-TZVPD basis
H 2.1231 4.1804 2.1450
H -2.0591 -5.4358 4.2409
H 0.6012 -3.8726 0.3962
H 0.9781 -6.1319 1.3106
C -0.9437 -3.3804 1.7869
O -0.0352 4.0727 -2.2668
H 0.3689 1.1355 -3.8408
C -4.6445 4.0391 1.2197
H -1.7327 4.5481 -0.4640
Cl 2.0520 2.6474 0.3477
H 1.4002 1.8262 -2.5709
C 4.2344 -3.1732 0.0999
H -2.4237 -3.1623 3.3063
C 0.3680 1.7206 -2.9107
C -3.6827 4.6752 0.4296
H 1.1234 5.3931 -3.3632
C -1.6923 -3.8295 2.8743
O -0.3061 -1.4847 0.3989
H -3.8370 0.2826 2.3770
C 2.0860 3.1019 2.0603
O -0.3004 0.9639 -1.9136
Yb 0.1074 0.5646 0.7215
H -1.3041 2.9961 -3.3923
C 0.2262 -5.4883 1.7507
H -2.3122 1.3623 -2.3055
H -1.5670 0.0706 -3.2923
C 1.7465 -1.8649 -3.1160
C 1.4607 -2.5912 -1.8126
H 1.1160 -2.2537 -3.9153
C -0.5193 -5.9277 2.8335
H 0.3890 -2.6899 -1.6501
H -5.5840 4.5251 1.4460
S 2.0391 -1.6527 -0.3404
H 1.2188 5.4910 -1.5829
C -0.2259 3.0867 -3.2486
H 3.7901 -4.0454 -0.3844
O 2.0091 0.1347 1.7931
N -2.0739 -0.0030 1.3774
H 2.7868 -1.9663 -3.4237
C -1.4792 -5.0947 3.3927
N -2.1216 -1.3266 1.7723
H 5.3159 -3.3061 0.1008
H 4.2904 -1.0127 -0.1466
H 2.9321 2.6123 2.5257
H -0.3449 -6.9134 3.2464
C -4.3839 2.7721 1.6844
H 0.2183 3.4160 -4.1975
C -1.1266 -1.9993 1.2805
O 1.7649 -0.2122 -0.7154
H 1.5298 -0.8052 -2.9806
H 1.9237 -3.5777 -1.7581
O -1.0023 2.2503 0.4125
C 0.0136 -4.2222 1.2303
C 1.1515 4.8138 -2.4324
H 2.0442 4.1809 -2.4424
C -3.1807 2.1123 1.3931
C -2.4790 4.0675 0.1535
H -5.1283 2.2455 2.2723
C -2.1694 2.7799 0.6456
C -1.5966 0.5365 -2.3014
N 1.3182 -0.7398 2.4006
C -3.0448 0.7334 1.7788
Cl 0.6080 2.5142 2.8346
C 3.8361 -1.8860 -0.6152
H -1.9163 -0.1996 -1.5644
H -3.8889 5.6607 0.0291
H 4.0881 -1.8942 -1.6739
H 3.8865 -3.1443 1.1332
O 1.7451 -1.8684 2.5791
O 0.2148 -0.3575 2.8410
```

=====

4.
DFT (the ωB97M-V functional and the def2-TZVPD basis) results for a 2-piece molecular cluster, CH6NOS overall.

Results
LUMO energy = 4.3 eV
E_HOMO = -3.1 eV
total charge = -1
total energy = -569.91751 hartree
spin multiplicity = 1
molecular weight = 80.1 g/mol
Kohn-Sham gap = 7.38 eV

Geometry as XYZ:
```
10
CH6NOS | the OMol25 dataset | the ωB97M-V functional and the def2-TZVPD basis
S 2.3851 -0.3812 0.5987
H 0.3574 0.5733 -1.2563
H -0.1959 -0.8892 -1.3218
H 2.8653 -1.4678 1.2536
O -0.4665 1.0605 0.8616
C -1.2257 0.2850 -0.0511
N -0.5236 0.0628 -1.3096
H -1.4372 -0.6862 0.3928
H 0.3358 0.5284 1.0344
H -2.0946 0.9144 -0.2022
```

=====

5.
DFT (the ωB97M-V functional and the def2-TZVPD basis) results for C5H36NO13 as an isolated structure.

Results
LUMO energy = 2.7 eV
E_HOMO = -6.6 eV
total charge = -1
total energy = -1244.98777 hartree
spin multiplicity = 1
molecular weight = 318.3 g/mol
Kohn-Sham gap = 9.37 eV

Geometry as XYZ:
```
55
C5H36NO13 | the OMol25 dataset | the ωB97M-V functional and the def2-TZVPD basis
H 2.6240 -2.0854 -2.4726
O 0.3784 3.0485 -1.8693
H 2.7329 -1.1882 1.2636
C -1.1819 -0.3170 2.2819
C -1.3330 -0.2592 0.7617
H -2.2317 -0.8110 0.4581
H -4.2084 1.1305 -1.3084
H -2.9755 -3.5549 -0.9713
H -1.0741 -2.9394 -0.2718
H 0.6321 1.7521 3.7117
H 2.5278 0.8204 -0.5864
H -1.3655 4.3865 0.9847
O -3.5623 -2.8086 -1.0977
H 3.1898 -0.7685 -2.8200
H -1.4545 -1.0462 -2.0432
H -0.8147 2.5770 -1.8342
H 1.5451 1.6358 -2.2461
H 0.1496 -0.1841 -0.6390
H 1.4112 -1.9754 3.5740
H -0.1504 -2.1671 3.4532
H -3.0074 0.2475 -1.5721
H 0.5693 3.6552 -2.5925
H -0.4331 4.7194 2.1600
O 0.6632 -2.5247 3.8419
H 0.5445 0.7828 -2.0041
H 0.7914 4.7207 -0.6437
H -1.4881 0.7855 0.5069
O 3.2538 0.6627 0.0466
H -0.1823 -1.7639 -2.6757
H 1.7335 -2.6915 -1.5335
H -1.6427 0.5443 2.7498
H -1.9529 2.3700 -2.7859
H 0.3862 2.3774 2.3809
H -3.2635 -2.2595 -1.8255
O -3.8925 0.2302 -1.1905
H 0.5209 -3.9382 -1.5177
H 2.0094 3.9407 -0.3041
O -1.7896 -1.4826 2.9316
H 3.4337 -2.3374 2.1917
C 0.9036 -3.0851 -0.9241
O 0.8987 1.6669 2.7875
C -0.0976 -0.9457 0.0976
O 1.5097 0.6613 -2.0368
O -1.3572 4.6693 1.9017
H 0.6247 -1.1239 0.8843
H 1.5259 -3.4605 -0.1135
H 2.9988 0.9276 0.9337
O -1.9245 2.2472 -1.8289
O 2.8820 -1.5594 2.1413
H -2.6377 -1.6330 2.5011
O 1.4770 4.6699 0.0275
N -0.9195 -1.9040 -1.9917
O 3.4836 -1.6773 -2.6696
C -0.3297 -2.2432 -0.6691
H -0.1306 -0.4944 2.4659
```

=====

- Look up the spin multiplicity of the first one.
  2

=====

Repeat the fifth record exactly.
DFT (the ωB97M-V functional and the def2-TZVPD basis) results for C5H36NO13 as an isolated structure.

Results
LUMO energy = 2.7 eV
E_HOMO = -6.6 eV
total charge = -1
total energy = -1244.98777 hartree
spin multiplicity = 1
molecular weight = 318.3 g/mol
Kohn-Sham gap = 9.37 eV

Geometry as XYZ:
```
55
C5H36NO13 | the OMol25 dataset | the ωB97M-V functional and the def2-TZVPD basis
H 2.6240 -2.0854 -2.4726
O 0.3784 3.0485 -1.8693
H 2.7329 -1.1882 1.2636
C -1.1819 -0.3170 2.2819
C -1.3330 -0.2592 0.7617
H -2.2317 -0.8110 0.4581
H -4.2084 1.1305 -1.3084
H -2.9755 -3.5549 -0.9713
H -1.0741 -2.9394 -0.2718
H 0.6321 1.7521 3.7117
H 2.5278 0.8204 -0.5864
H -1.3655 4.3865 0.9847
O -3.5623 -2.8086 -1.0977
H 3.1898 -0.7685 -2.8200
H -1.4545 -1.0462 -2.0432
H -0.8147 2.5770 -1.8342
H 1.5451 1.6358 -2.2461
H 0.1496 -0.1841 -0.6390
H 1.4112 -1.9754 3.5740
H -0.1504 -2.1671 3.4532
H -3.0074 0.2475 -1.5721
H 0.5693 3.6552 -2.5925
H -0.4331 4.7194 2.1600
O 0.6632 -2.5247 3.8419
H 0.5445 0.7828 -2.0041
H 0.7914 4.7207 -0.6437
H -1.4881 0.7855 0.5069
O 3.2538 0.6627 0.0466
H -0.1823 -1.7639 -2.6757
H 1.7335 -2.6915 -1.5335
H -1.6427 0.5443 2.7498
H -1.9529 2.3700 -2.7859
H 0.3862 2.3774 2.3809
H -3.2635 -2.2595 -1.8255
O -3.8925 0.2302 -1.1905
H 0.5209 -3.9382 -1.5177
H 2.0094 3.9407 -0.3041
O -1.7896 -1.4826 2.9316
H 3.4337 -2.3374 2.1917
C 0.9036 -3.0851 -0.9241
O 0.8987 1.6669 2.7875
C -0.0976 -0.9457 0.0976
O 1.5097 0.6613 -2.0368
O -1.3572 4.6693 1.9017
H 0.6247 -1.1239 0.8843
H 1.5259 -3.4605 -0.1135
H 2.9988 0.9276 0.9337
O -1.9245 2.2472 -1.8289
O 2.8820 -1.5594 2.1413
H -2.6377 -1.6330 2.5011
O 1.4770 4.6699 0.0275
N -0.9195 -1.9040 -1.9917
O 3.4836 -1.6773 -2.6696
C -0.3297 -2.2432 -0.6691
H -0.1306 -0.4944 2.4659
```

=====

- Which value of spin multiplicity does entry 1 give?
  2

=====

- Which value of molecular weight does entry 5 give?
  318.3 g/mol